# 1
Molecular formula: C29H33AlN4O3Te
Method: DFT, the ωB97M-V functional and the def2-TZVPD basis

Structure (XYZ):
```
71
Properties=species:S:1:pos:R:3:lowdin_charge:R:1
C 1.28126 5.74046 -1.19565 0.01
C -3.96993 -2.68106 -2.36744 0.01
C 3.80777 -1.86322 -0.00060 -0.21
C 2.80927 0.33069 0.39227 -0.16
C -3.78903 -2.04478 -3.59014 -0.05
H -4.90376 -3.17839 -2.15718 0.11
H 1.61001 -2.66412 -0.42326 0.16
H 5.30256 -3.69671 -1.26052 0.11
H 1.33703 6.77740 -1.49875 0.13
C -2.94175 -2.68253 -1.43552 -0.22
H -4.02038 -4.36087 1.13841 0.10
C 4.62999 -4.06086 -0.48377 -0.03
H -2.75798 -0.46139 3.39316 0.10
O 3.53527 -3.15648 -0.30941 -0.09
H 4.24740 1.85412 0.93796 0.09
C -2.16461 0.17221 0.75958 -0.28
H 5.93823 -1.97903 0.19466 0.12
C 2.42017 4.94926 -1.18846 0.00
C 0.23883 -1.20974 -0.49767 -0.30
C -1.41055 0.51792 -0.36661 -0.24
C 5.20889 -0.00094 0.57939 -0.05
C 0.02958 3.86415 -0.42734 -0.08
C -4.17109 -3.99124 0.12890 -0.05
N -0.69617 -2.13461 -0.77981 0.17
H -4.59498 -2.05072 -4.30931 0.12
H 1.60450 3.23895 4.42631 0.02
H 0.99704 0.15244 4.69488 0.03
N 1.45874 -1.68702 -0.19757 0.19
C -1.73582 -2.04613 -1.74805 -0.17
H -4.32289 -4.83034 -0.55139 0.11
H 4.19061 -5.00582 -0.78678 0.10
H -3.71339 2.33508 -2.05229 0.12
C -3.27940 1.73786 -1.26515 -0.05
H -5.04069 -3.33224 0.10843 0.10
C 4.10080 0.81941 0.64881 -0.12
H -0.84291 5.76670 -0.81561 0.13
H -0.59403 -1.00432 -3.21996 0.12
O -2.98460 -3.27617 -0.21138 -0.09
H -5.06731 1.67751 -0.08836 0.12
Al 1.16094 1.29359 0.31850 0.31
H -4.08839 0.32396 1.70366 0.12
C -2.58820 -1.42882 -3.90040 -0.07
C -3.48703 0.58903 0.84866 0.01
C 0.06719 5.18535 -0.81413 0.00
H -3.05923 -1.79935 2.24151 0.10
H 1.22706 4.20063 2.98368 0.01
N 1.13601 3.09328 -0.41552 0.00
H 2.17714 0.17288 3.34179 0.02
C -2.29702 -1.18484 2.71960 -0.04
H 3.38129 5.34000 -1.48928 0.13
C -4.03668 1.36212 -0.16669 -0.04
H 0.67264 -0.77784 3.20735 0.01
C 1.56034 3.22971 3.34132 -0.37
C -1.55339 -1.44446 -2.97744 -0.03
C -1.96358 1.30985 -1.35902 -0.04
C 2.31153 3.63191 -0.79690 -0.06
H -1.36445 1.55509 -2.22728 0.13
H -1.61430 -1.81666 3.27966 0.10
C 1.12705 0.11912 3.61771 -0.34
N -0.03663 0.09962 -0.43659 0.08
C 2.68479 -1.01829 0.06874 -0.15
H 2.53368 2.97923 2.92681 0.01
Te 0.11453 1.78174 2.76663 1.48
H -0.89482 3.38834 -0.12269 0.11
H -2.44686 -0.95863 -4.86267 0.11
H -0.56137 -3.05676 -0.38585 0.17
C 5.06733 -1.34625 0.25013 0.02
H 3.16615 2.96729 -0.80419 0.12
O -1.50403 -0.52910 1.72766 -0.20
H 5.16754 -4.19182 0.45592 0.10
H 6.19407 0.39463 0.78457 0.12
```

Total charge: +2
Energy relative to the best compared isomer or geometry (same formula, charge and spin), kJ/mol: 19.33
Gap between HOMO and LUMO, eV: 7.3

=====

# 2
Molecular formula: C37H66N7PPtSi3
Method: DFT, the ωB97M-V functional and the def2-TZVPD basis

Structure (XYZ):
```
115
Properties=species:S:1:pos:R:3:lowdin_charge:R:1
C -4.90257 3.68285 -0.58966 -0.06
H 0.22458 -5.38265 1.66224 0.06
Si -1.79180 -1.16276 2.35624 0.39
H -4.07934 -0.09143 -1.24631 0.06
C 4.60917 -5.79293 -3.10452 -0.06
C 0.19822 -4.41763 2.17757 -0.15
N -1.24988 1.52761 -0.15302 -0.37
H -1.26257 1.03539 -3.55301 0.07
H 2.83642 -3.16409 0.71106 0.03
C -4.31254 1.84832 0.98070 -0.08
H -3.96534 1.81479 -4.35104 0.11
H 2.97348 3.08221 5.08565 0.13
C 0.44110 -1.86629 4.96335 -0.15
H 3.11538 -0.30183 1.66838 0.07
H 2.02614 -4.26689 -0.39263 0.05
H 4.53378 -6.86631 -3.20966 0.11
C -3.73961 3.02242 0.17290 -0.59
H -1.64294 -0.12200 -2.25408 0.05
H 2.74006 -3.22379 3.24134 0.04
H 0.19297 -2.92690 4.90307 0.04
H -4.61449 0.07386 -2.90395 0.10
Si 1.16886 -1.30374 3.34131 0.49
H -5.09704 2.26016 1.61817 0.11
H 2.51091 -5.50707 -3.48674 0.11
C -2.90580 -1.07945 0.86389 -0.20
H 5.19251 0.24241 -2.77425 0.15
H 3.60521 -1.82112 2.65659 0.02
H -0.73214 -4.37822 2.73867 0.02
N 6.50041 -1.78162 -2.44601 0.07
H -2.80623 4.92019 -2.93111 0.07
C 1.50831 0.55458 3.35644 -0.29
H 1.48158 2.93134 1.07457 0.09
N 3.64003 -0.38111 -1.50787 0.02
H 6.72821 -5.80636 -2.71313 0.12
Si 0.32542 -3.08928 0.86140 0.41
H -4.59728 4.41881 -1.32490 0.07
H 1.21300 -1.77450 5.73210 0.05
C -4.31166 0.63370 -2.01698 -0.07
H -0.43988 -1.33079 5.30445 0.03
C 0.03980 -1.43922 1.81299 -0.48
C 2.49880 2.55519 4.26857 0.00
C -2.51481 -2.58198 3.33838 -0.16
H -2.96608 -0.07609 0.46488 -0.05
Pt 0.11413 0.49169 0.63223 1.29
C 3.46602 -3.63686 -3.14914 -0.03
H 5.19309 -0.72627 -0.06398 0.14
C 5.86104 -3.82660 -2.71650 -0.21
H -5.51776 4.20163 0.14871 0.11
H -3.51211 -2.25520 3.64878 0.05
H -3.91180 4.11649 1.99743 0.10
C 4.15447 -0.50091 -0.23809 0.00
H 0.40438 4.95408 -0.91449 0.10
C -1.90620 0.39958 3.39995 -0.18
H 1.40818 -0.79426 -3.23286 0.10
H 2.11668 -2.56439 -0.79221 0.01
H 2.33807 0.69090 5.31896 0.12
C 2.27385 3.19047 3.05762 -0.01
C -0.42486 4.41060 -0.45860 -0.09
H -3.91208 -1.40210 1.14774 0.07
H -4.76344 1.06965 0.37314 0.06
C 5.82854 -5.21835 -2.83023 0.01
P -2.37922 2.46639 -0.98377 1.05
C 2.13116 1.22629 4.40075 -0.02
C 2.32850 -0.11066 -1.42885 -0.33
C 3.44571 -5.00956 -3.26234 -0.07
C -0.91213 -3.51891 -0.46769 -0.17
H -0.58125 -4.48517 -0.86128 0.05
H -0.92309 -2.81391 -1.30395 0.03
C 1.98708 -3.26044 0.03579 -0.16
H 2.57260 4.21509 2.88817 0.13
H -0.94399 3.09531 -3.60255 0.06
C -3.59094 2.44117 -3.53827 -0.06
H 0.21156 2.60546 -2.34911 0.06
C 3.11812 -0.30192 0.59959 -0.12
H 1.80139 0.92922 -3.21576 0.10
H -1.93283 -3.65441 -0.11359 0.03
H 1.01958 -4.41928 2.89223 0.03
H -1.40495 5.86616 -2.46843 0.10
C -2.13716 5.14151 -2.10480 -0.06
H -4.41396 3.07554 -3.21537 0.08
H -2.58112 -0.11078 -3.73871 0.10
C 4.44982 -0.55123 -2.72900 -0.04
H 0.45060 0.31523 -2.25425 0.01
H 2.56677 -3.04743 -3.27803 0.10
H -1.16555 0.40868 4.19797 0.02
H -1.97391 -2.87426 4.23141 0.02
H -2.55723 -1.73179 0.06937 0.01
H -2.24402 3.67332 1.65946 0.08
H -5.54203 2.95046 -1.07800 0.07
C 2.84673 -2.14637 3.36461 -0.15
N 5.14902 -1.78496 -2.68773 -0.07
N 6.92591 -2.97573 -2.45541 0.09
C -0.42243 3.41816 -2.70577 -0.08
H -1.78845 1.33313 2.84668 0.00
H -2.65316 -3.46361 2.71114 0.04
H -3.01694 5.01131 0.78594 0.07
C -1.35212 3.92544 -1.59202 -0.59
H 3.79113 -0.48821 -3.59272 0.14
H -0.01492 3.57703 0.11007 0.01
H -0.91295 5.08944 0.23090 0.08
H -2.80648 3.06487 -3.95425 0.06
C -2.06431 0.52780 -3.02042 -0.09
C -3.17297 4.01924 1.20074 -0.07
C 1.45252 0.09685 -2.60371 0.01
N 1.25526 1.21744 2.20705 -0.12
C 4.71132 -3.06591 -2.87415 -0.17
H -2.88857 0.42107 3.88113 0.06
H 3.25702 -1.98838 4.36621 0.05
H -5.16907 1.22625 -1.70979 0.07
H -2.70360 5.63383 -1.31850 0.08
C -3.10485 1.49155 -2.43435 -0.58
C 1.65540 2.48918 2.04568 -0.10
H -3.56186 1.39937 1.62607 0.04
N 1.97514 -0.06045 -0.14044 -0.06
H 0.23117 4.24370 -2.99244 0.10
```

Total charge: +2
Gap between HOMO and LUMO (alpha / beta), eV: 6.1 / 6.1

=====

# 3
Molecular formula: C20H35HoN2O2P2
Method: DFT, the ωB97M-V functional and the def2-TZVPD basis

Structure (XYZ):
```
62
Properties=species:S:1:pos:R:3:lowdin_charge:R:1
H -2.34154 -2.48057 -3.88288 0.13
C 2.16144 -0.89750 -1.50655 -0.33
C -1.40172 -1.33354 -2.34766 -0.30
H 0.24672 3.16740 -1.31418 0.07
H 3.08788 -1.31493 -1.91727 0.11
H -0.24644 -1.31091 1.66895 0.03
H -1.77875 -0.29361 1.41576 0.02
H -0.36412 3.09153 0.16982 0.14
O 1.16456 1.73371 -1.42314 -0.44
H 2.46241 -3.10711 1.62085 0.06
C 0.94056 -1.45394 -2.17011 -0.32
C -0.17901 -2.73459 -3.87718 0.01
H -3.04364 -0.54171 3.97293 0.10
H 0.29278 0.09905 4.87266 0.13
H -0.12640 4.56012 -0.64016 0.18
C 2.54138 -2.85437 0.55304 -0.24
C 0.49398 3.89268 3.84333 -0.05
H -3.23510 -1.42608 -1.20354 0.11
C -4.18371 1.07080 -0.23200 -0.24
H -4.45028 0.17837 0.35026 0.06
C 3.86005 -0.33758 0.71039 -0.23
Ho 0.03546 0.64745 0.03563 1.23
C -2.71490 -0.72258 -1.87939 -0.26
H -2.54349 3.06408 -2.05559 0.04
H 0.31960 4.69064 4.56909 0.12
H 1.02576 -0.55894 3.36776 0.12
N -1.04276 -0.43374 3.41861 -0.26
C 0.49024 1.53362 3.30110 -0.25
H 0.08893 2.29756 5.27467 0.13
C 0.89771 4.18591 2.54251 -0.07
H -0.15449 -3.42286 -4.72218 0.13
H 1.65200 1.95837 -2.24546 0.07
H 3.84836 0.00584 1.75479 0.05
H -4.16176 1.93249 0.44902 0.06
C -1.39010 -2.22187 -3.41677 0.00
H 2.14210 0.25764 -1.65301 0.07
C 0.78907 1.82237 1.97934 -0.25
P -2.53157 0.88562 -0.97125 0.79
H -1.85840 -1.88940 2.16828 0.12
H 3.54817 -3.12003 0.19473 0.06
H 1.97631 -2.69318 -3.56926 0.13
H -3.64518 1.91534 -2.86050 0.07
C 0.34010 2.56286 4.24305 -0.01
H 1.75042 3.32716 0.74125 0.10
H -2.52752 1.09824 3.49381 0.09
H 4.05294 0.53154 0.06584 0.06
H -3.37658 -0.55140 -2.74499 0.11
H -4.95100 1.24577 -0.99961 0.07
H 1.07355 5.22269 2.24177 0.11
P 2.22723 -1.07417 0.34630 0.82
H 1.78999 -3.43864 0.00387 0.05
C 1.13993 3.12914 1.63499 -0.21
H -1.98554 0.42596 5.05852 0.10
O -0.44286 3.63951 -0.77029 0.13
C -1.22186 -0.99012 2.09668 -0.14
C -2.65758 2.02522 -2.39258 -0.26
H -1.88639 1.80214 -3.14137 0.06
H 4.66171 -1.08113 0.58563 0.06
C 1.00175 -2.33930 -3.24136 0.01
N -0.25400 -0.99385 -1.70086 -0.01
C -2.20590 0.17216 4.01201 -0.07
C 0.25282 0.11604 3.77240 -0.16
```

Spin multiplicity: 5
Total charge: +2
Gap between HOMO and LUMO (alpha / beta), eV: 7.0 / 7.1
⟨S²⟩: 6.005

=====

# 4
Molecular formula: C2H3IO2
Method: DFT, the ωB97M-V functional and the def2-TZVPD basis

Structure (XYZ):
```
8
Properties=species:S:1:pos:R:3:lowdin_charge:R:1
O 1.23227 -0.40114 1.38636 0.13
H -1.75273 -0.31412 -0.85555 0.04
C -0.75229 -0.35989 -0.61018 -0.74
H 1.15612 1.61488 1.19114 0.13
H -0.75381 -1.25977 -0.04715 0.04
I 0.58063 -0.68636 -2.22635 0.79
C 0.81325 0.62163 1.01862 -0.19
O -0.52345 0.78476 0.14311 -0.19
```

SMILES: O=COCI
Total charge: 0
Energy relative to the best compared isomer or geometry (same formula, charge and spin), kJ/mol: 158.36
Gap between HOMO and LUMO, eV: 10.0

=====

Let's list max |F| in order: 0.00687 0.02957 0.05067 0.08177 hartree/bohr.